Entry from the Open Molecules 2025 dataset: C5H6O in the gas phase (ωB97M-V with the def2-TZVPD basis set).

Results
LUMO level in eV: -0.54
Gap between HOMO and LUMO in eV: 8.248

Geometry (Å):
O1 -1.8207 -1.4101 -0.4375
C1 -1.6176 -0.5853 0.4236
C2 -0.4905 0.3908 0.3737
C3 0.0818 0.7328 -0.9302
C4 0.8681 -0.2576 -0.0539
C5 1.9942 0.3191 0.6145
H1 -2.2668 -0.5204 1.3199
H2 0.7539 -1.2997 -0.3581
H3 -0.4161 1.1111 1.1810
H4 -0.3732 0.2815 -1.8064
H5 0.5247 1.7146 -1.0465
H6 2.7622 -0.4768 0.7199

Entry from the Open Molecules 2025 dataset: a molecular structure, C17H12BrN2O5PdS2Se2 (ωB97M-V with the def2-TZVPD basis set).

Results
LUMO level in eV: -5.22
Total charge: +1
Gap between HOMO and LUMO in eV: 6.732

Geometry (Å):
Pd1 0.8794 -0.4110 1.3225
Se1 2.3269 -2.2843 0.5434
Se2 -0.6742 -1.7530 -0.1227
C1 0.1668 -1.6458 -1.8804
C2 -0.6812 -1.8497 -2.9544
C3 -0.1444 -1.6624 -4.2227
C4 1.1852 -1.3024 -4.3430
C5 1.9449 -1.1474 -3.1903
N1 1.4350 -1.3138 -1.9745
C6 2.0172 -2.6079 2.4020
C7 2.3705 -3.6337 3.2582
C8 1.9201 -3.5480 4.5647
C9 1.1434 -2.4675 4.9784
C10 0.8233 -1.4711 4.0838
N2 1.2726 -1.5864 2.8222
H1 -1.7157 -2.1311 -2.8125
H2 -0.7600 -1.8042 -5.1005
H3 1.6363 -1.1483 -5.3129
H4 2.9920 -0.8764 -3.2387
H5 2.9769 -4.4559 2.9075
H6 2.1757 -4.3264 5.2713
H7 0.7909 -2.3874 5.9961
H8 0.2605 -0.5843 4.3380
O1 -0.4024 0.8367 2.2855
S1 0.4622 1.8957 3.0123
O2 0.4489 1.6526 4.4239
O3 0.1978 3.2020 2.5186
S2 2.2624 1.1816 2.2112
Br1 0.8794 2.6670 -2.6657
C11 -0.8981 2.9202 -2.0750
C12 -1.5741 4.0318 -2.5456
C13 -2.9022 4.2354 -2.2000
C14 -3.5746 3.3200 -1.4061
C15 -2.9099 2.1981 -0.9483
C16 -1.5650 1.9987 -1.2598
C17 -0.8885 0.8352 -0.6552
O4 -1.6647 -0.2455 -0.5243
O5 0.2863 0.8570 -0.2991
H9 -1.0576 4.7338 -3.1845
H10 -3.4143 5.1161 -2.5634
H11 -4.6101 3.4810 -1.1418
H12 -3.4175 1.4808 -0.3183

Entry from the Open Molecules 2025 dataset: a molecular structure, C40H54CrN6P2S in a non-equilibrium geometry (ωB97M-V with the def2-TZVPD basis set).

Results
LUMO level (alpha / beta) in eV: 4.34 / 4.34
Multiplicity: 5
Total charge: -2
Gap between HOMO and LUMO (alpha / beta) in eV: 4.036 / 5.621

Geometry (Å):
Cr1 -0.4719 0.1535 0.3892
C1 -4.5018 0.6767 1.5074
C2 -3.2943 0.9116 2.4248
C3 -2.2891 1.9305 1.8564
N1 -0.9602 1.3763 1.8529
C4 -0.0823 1.6792 2.7946
C5 -0.3524 2.5265 3.9036
C6 0.4930 3.0935 4.8375
C7 1.8683 2.9803 4.9845
C8 2.7069 2.1283 4.2660
C9 2.3890 1.2138 3.2864
C10 1.1668 0.9379 2.6194
N2 1.0335 -0.0429 1.7313
C11 1.9609 -1.1378 1.7726
C12 1.9565 -1.8329 3.1457
C13 0.5315 -1.8795 3.7377
N3 -0.5237 -1.8316 2.7652
C14 -0.9420 -2.9134 2.1949
C15 -0.3047 -4.1969 2.3241
C16 -0.8513 -5.4450 2.3833
C17 -2.2031 -5.7902 2.3097
C18 -3.2288 -4.9510 1.9144
C19 -3.2041 -3.6529 1.4296
C20 -2.1608 -2.6924 1.3842
N4 -2.2486 -1.5197 0.7916
C21 -3.5031 -1.2287 0.1215
C22 -4.6427 -0.7772 1.0604
H1 -4.4123 1.2945 0.6128
H2 -5.4247 0.9704 2.0171
H3 -2.7482 -0.0269 2.5463
H4 -3.6287 1.2323 3.4150
H5 -2.3548 2.8903 2.3915
H6 -2.5303 2.1160 0.8004
H7 -1.3932 2.7840 4.0561
H8 0.0049 3.7405 5.5664
H9 2.3273 3.5778 5.7675
H10 3.7576 2.1673 4.5511
H11 3.2415 0.6519 2.9202
H12 2.9988 -0.8468 1.5235
H13 1.6280 -1.8519 1.0182
H14 2.5914 -1.2908 3.8482
H15 2.3755 -2.8352 3.0232
H16 0.3935 -0.9889 4.3658
H17 0.4414 -2.7713 4.3862
H18 0.7653 -4.1465 2.4915
H19 -0.1641 -6.2678 2.5769
H20 -2.4628 -6.8094 2.5819
H21 -4.2223 -5.4028 1.9241
H22 -4.1784 -3.3119 1.1038
H23 -3.8368 -2.1012 -0.4649
H24 -3.3267 -0.4114 -0.5827
H25 -4.6891 -1.4193 1.9441
H26 -5.5884 -0.8802 0.5124
C23 -1.4655 -1.7654 -2.6238
P1 -0.0570 -1.0152 -1.7164
C24 0.5886 0.1512 -2.9452
N5 0.6444 -0.2260 -4.2310
C25 1.1068 0.7132 -5.1000
C26 1.1364 0.4374 -6.4704
C27 1.5825 1.3881 -7.3833
C28 2.0184 2.6243 -6.9441
C29 2.0232 2.9166 -5.5858
C30 1.5719 1.9837 -4.6457
N6 1.5769 2.3034 -3.3265
C31 1.0337 1.3877 -2.5073
P2 0.8857 1.7742 -0.7499
C32 2.7055 1.7139 -0.3156
C33 0.6618 3.6629 -0.7445
C34 0.3251 4.0742 0.6873
C35 -0.4876 4.0493 -1.6701
C36 1.9215 4.3983 -1.2099
C37 1.1720 -2.4765 -1.9782
C38 1.1782 -3.0864 -3.3795
C39 2.5682 -1.9174 -1.7164
C40 0.7730 -3.5291 -0.9348
H27 -1.1872 -1.8359 -3.6750
H28 -2.3261 -1.1078 -2.5203
H29 -1.6861 -2.7459 -2.2008
H30 0.7808 -0.5296 -6.8021
H31 1.5791 1.1496 -8.4430
H32 2.3541 3.3702 -7.6594
H33 2.3627 3.8809 -5.2340
H34 3.2994 2.1457 -1.1206
H35 2.9852 0.6673 -0.1998
H36 2.8919 2.2278 0.6268
H37 -0.6818 3.7485 0.9307
H38 0.3703 5.1594 0.7927
H39 1.0191 3.6316 1.4024
H40 -1.3759 3.4703 -1.4253
H41 -0.2167 3.8303 -2.7006
H42 -0.7151 5.1132 -1.5708
H43 2.7266 4.3242 -0.4822
H44 1.6843 5.4573 -1.3340
H45 2.2422 3.9927 -2.1678
H46 1.2598 -2.2919 -4.1214
H47 0.2705 -3.6534 -3.5762
H48 2.0286 -3.7673 -3.4807
H49 2.8671 -1.2750 -2.5435
H50 3.3077 -2.7134 -1.6097
H51 2.5730 -1.3161 -0.8124
H52 0.1630 -4.3119 -1.3866
H53 0.1819 -3.0701 -0.1356
H54 1.6427 -4.0107 -0.4848
S1 -1.7711 1.1192 -1.2603